No. 1
27 unconnected molecules or ions with the total composition C9H70NO27 in a non-equilibrium geometry, computed with ωB97M-V with the def2-TZVPD basis set.

Element x y z (Å)
C -5.491 -24.295 14.815
C -6.321 -23.202 14.057
C -6.021 -21.934 15.023
C -6.483 -20.602 14.550
C -5.910 -20.248 13.161
C -6.158 -21.374 12.075
N -5.877 -22.760 12.679
O -5.488 -23.852 11.699
C -5.281 -21.116 10.801
C -7.650 -21.421 11.685
C -7.850 -23.481 14.216
H -5.637 -24.458 15.883
H -4.402 -24.265 14.786
H -5.663 -25.241 14.302
H -4.950 -21.920 15.226
H -6.535 -22.042 15.977
H -6.256 -19.821 15.276
H -7.551 -20.609 14.329
H -4.853 -20.031 13.315
H -6.387 -19.300 12.915
H -5.424 -20.167 10.284
H -5.482 -21.836 10.008
H -4.235 -21.200 11.095
H -8.063 -20.412 11.718
H -8.205 -22.097 12.335
H -7.882 -21.849 10.710
H -8.196 -24.131 13.412
H -8.412 -22.547 14.202
H -8.069 -23.915 15.192
O -10.866 -19.668 10.386
H -10.291 -19.032 10.811
H -10.743 -20.475 10.887
O -10.249 -24.331 10.495
H -9.400 -24.181 10.081
H -10.317 -25.284 10.565
O -5.024 -17.176 13.767
H -4.494 -16.525 14.226
H -4.554 -18.001 13.891
O -7.318 -26.109 12.329
H -6.749 -25.376 12.092
H -7.343 -26.094 13.285
O -4.175 -26.538 11.179
H -4.770 -25.827 11.415
H -3.301 -26.189 11.357
O -7.959 -24.040 9.078
H -7.189 -24.083 9.645
H -7.683 -24.464 8.266
O -2.199 -22.634 9.573
H -1.269 -22.860 9.557
H -2.368 -22.378 10.480
O -6.973 -18.181 17.771
H -7.797 -18.518 17.421
H -7.237 -17.542 18.433
O -10.438 -18.939 14.173
H -10.071 -19.209 15.015
H -11.052 -18.239 14.393
O -11.121 -21.890 16.504
H -11.014 -22.303 17.361
H -10.770 -22.529 15.884
O -4.912 -25.417 8.413
H -4.669 -25.289 9.330
H -4.342 -24.821 7.928
O -6.490 -23.906 18.725
H -6.731 -23.820 19.648
H -7.209 -24.403 18.335
O -8.550 -27.115 15.439
H -8.821 -27.982 15.742
H -7.639 -27.230 15.167
O -9.436 -17.933 11.676
H -8.587 -18.360 11.564
H -9.784 -18.300 12.489
O -5.750 -27.799 14.731
H -5.091 -28.122 15.345
H -5.537 -28.229 13.903
O -4.847 -17.889 8.795
H -3.929 -18.139 8.898
H -5.103 -18.260 7.950
O -8.661 -25.313 17.609
H -9.262 -25.925 18.031
H -8.437 -25.731 16.777
O -3.863 -23.374 18.039
H -3.575 -22.651 18.597
H -4.800 -23.454 18.215
O -3.670 -22.904 7.406
H -3.302 -22.766 8.278
H -3.759 -22.024 7.041
O -10.960 -22.040 11.792
H -10.511 -22.871 11.634
H -11.038 -21.987 12.745
O -10.362 -25.891 13.861
H -9.649 -26.147 14.448
H -9.942 -25.778 13.009
O -2.461 -23.153 12.319
H -3.411 -23.095 12.415
H -2.310 -24.014 11.929
O -4.184 -18.191 17.720
H -3.897 -18.930 18.256
H -5.098 -18.385 17.514
O -7.190 -16.283 12.665
H -7.119 -16.387 11.716
H -6.355 -16.604 13.005
O -1.710 -20.130 12.674
H -1.899 -20.041 13.608
H -2.093 -20.972 12.430
O -2.190 -22.721 15.007
H -2.988 -22.207 15.129
H -2.211 -22.984 14.087

Force components x, y, z for each atom (eV/Å):
0.27 -1.23 -1.95
0.52 3.00 1.42
-0.50 -0.84 -0.28
-0.14 0.17 -2.07
-0.11 -0.58 0.44
-0.63 -1.20 0.24
2.59 -1.16 0.20
-1.10 1.11 1.37
-0.18 -0.68 0.64
-0.22 0.28 -0.02
0.67 -0.10 -0.21
-0.93 0.54 0.01
0.14 0.90 -0.49
-0.21 -0.32 0.17
0.08 0.02 -0.01
0.13 -0.78 0.27
-0.07 0.13 0.00
-0.42 -0.03 0.67
0.45 -0.28 -0.47
0.02 -0.01 -0.69
-0.27 0.45 0.69
0.01 -0.44 0.39
0.16 0.07 -0.11
-0.40 -0.04 -0.08
0.07 0.62 0.17
0.53 0.22 -0.31
-0.19 0.08 0.13
-0.03 -0.03 -0.19
0.11 -0.31 0.07
-0.62 -0.20 -0.82
0.11 0.52 -0.06
-0.16 -0.63 0.13
-0.78 -0.09 0.61
0.78 0.06 -0.66
-0.01 -0.18 0.05
0.55 -0.02 0.32
0.09 0.26 0.16
0.00 -0.39 -0.10
-0.83 -1.13 0.04
0.83 1.27 -0.36
0.10 0.07 0.12
0.33 -0.66 -0.23
-0.50 0.82 0.48
0.11 0.06 0.05
-0.29 0.20 -0.09
0.67 0.03 0.49
0.13 -0.15 -0.17
0.26 0.07 -0.22
0.21 -0.03 -0.16
-0.26 -0.04 0.56
-0.04 -0.10 0.00
-0.14 -0.18 -0.24
0.08 0.23 0.18
-0.03 -0.06 -0.14
0.16 -0.23 0.16
-0.25 0.20 0.00
-0.10 0.39 0.03
0.06 -0.13 0.18
0.13 -0.25 -0.25
-0.31 -0.30 -0.27
0.04 -0.11 0.41
0.03 0.45 -0.27
0.37 0.39 0.32
0.04 0.05 0.20
-0.61 -0.41 -0.44
-0.05 0.19 0.47
-0.19 -0.23 -0.02
0.92 -0.22 -0.25
0.18 0.59 -0.37
0.37 0.05 0.11
0.00 -0.14 0.69
-0.37 -0.05 0.24
0.17 0.06 0.25
-0.02 0.08 -0.53
-0.12 0.19 0.10
0.25 -0.08 0.13
-0.16 -0.11 -0.20
0.01 0.57 0.60
-0.11 -0.11 0.09
0.01 -0.41 -0.61
0.66 0.07 -0.16
0.16 0.14 0.04
-0.66 -0.21 0.08
-0.37 -0.21 -0.87
0.39 0.07 0.62
-0.12 0.07 -0.14
-0.22 0.43 0.44
0.10 -0.74 -0.49
-0.08 0.19 0.23
-0.75 0.28 -0.11
0.21 -0.22 0.11
0.18 0.13 -0.32
0.85 0.38 -0.04
-1.61 -0.23 -0.13
-0.09 -0.22 -0.11
0.57 0.19 -0.04
0.12 -0.16 0.07
-0.56 0.02 -0.06
-0.66 0.42 -0.19
-0.15 0.05 -0.24
0.34 -0.23 0.17
0.10 0.47 -0.25
0.04 -0.12 0.28
-0.06 -0.40 0.03
0.37 0.24 0.68
-0.27 -0.03 0.19
0.08 -0.13 -0.52

Summary:
Lowest unoccupied orbital energy in Ha: 0.05610
HOMO level in Eh: -0.138
Energy in Ha: -2471.1212
Charge: -1
2S+1: 1
Energy above the lowest of the compared OMol25 structures with the same formula, charge and spin in kcal/mol: 119.7

Results of the Mulliken charge analysis, in e, for atoms 1 through 4: number 1, C, carries -1.101; number 2, C, carries 2.035; number 3, C, carries -0.631; number 4, C, carries 0.144



No. 2
A single C2H3NS3 molecule in a non-equilibrium geometry, computed with ωB97M-V with the def2-TZVPD basis set.

Element x y z (Å)
S -2.574 0.697 0.340
C -1.156 0.247 0.892
N -0.076 0.028 0.178
S 1.169 -0.755 1.305
C 0.238 0.389 -1.139
S 1.732 -0.255 -1.682
H -1.081 0.169 1.952
H 2.395 -0.097 0.482
H -0.510 0.908 -1.617

Force components x, y, z for each atom (eV/Å):
-1.66 0.48 -0.91
-2.21 1.09 0.71
4.18 -0.88 -0.16
1.52 1.98 -2.79
4.00 -3.94 2.60
-2.34 1.83 -0.40
0.61 -0.37 0.66
-2.65 -1.42 1.56
-1.45 1.23 -1.27

Summary:
Lowest unoccupied orbital energy in Ha: -0.05049
HOMO level in Eh: -0.325
Energy in Ha: -1327.2225
Charge: 0
2S+1: 1
Energy above the lowest of the compared OMol25 structures with the same formula, charge and spin in kcal/mol: 59.1
SMILES string: S=CN(S)C=S

Results of the Mulliken charge analysis, in e, for atoms 1 through 4: number 1, S, carries -0.328; number 2, C, carries -0.013; number 3, N, carries -0.077; number 4, S, carries -0.099



No. 3
A single C23H25F3N2O molecule in a non-equilibrium geometry, computed with ωB97M-V with the def2-TZVPD basis set.

Element x y z (Å)
C -1.514 -2.854 -5.098
C -0.970 -2.380 -3.762
C -1.761 -2.400 -2.612
C -1.324 -1.780 -1.421
C -0.081 -1.081 -1.380
C 0.628 -0.213 -0.215
C -0.474 0.024 0.805
C -0.278 0.152 2.181
C 0.908 -0.299 3.039
C 0.950 -1.829 2.967
C 0.709 0.170 4.483
C 2.195 0.330 2.497
N -1.368 0.770 2.746
C -2.309 1.060 1.750
C -3.456 1.827 1.856
C -4.193 2.033 0.668
C -3.728 1.530 -0.567
C -2.527 0.811 -0.652
C -1.822 0.525 0.529
N 1.527 0.921 -0.747
C 1.072 2.266 -1.110
C 2.910 0.730 -0.795
O 3.496 -0.330 -0.911
C 4.008 1.929 -0.780
F 3.993 2.797 -1.835
F 3.788 2.648 0.356
F 5.310 1.543 -0.699
C 0.767 -1.253 -2.460
C 0.299 -1.801 -3.659
H -0.775 -2.758 -5.910
H -1.882 -3.890 -5.031
H -2.372 -2.255 -5.444
H -2.726 -2.899 -2.670
H -1.938 -1.948 -0.542
H 1.462 -0.863 0.175
H 1.108 -2.242 1.959
H 1.780 -2.148 3.595
H 0.064 -2.299 3.418
H 0.653 1.267 4.540
H -0.162 -0.288 4.964
H 1.565 -0.167 5.073
H 1.979 1.334 2.102
H 2.953 0.384 3.289
H 2.650 -0.260 1.700
H -1.412 1.039 3.708
H -3.775 2.154 2.849
H -5.140 2.574 0.729
H -4.276 1.760 -1.489
H -2.084 0.579 -1.622
H 1.867 3.014 -1.274
H 0.545 2.116 -2.050
H 0.401 2.662 -0.363
H 1.825 -0.983 -2.347
H 0.935 -1.731 -4.534

Force components x, y, z for each atom (eV/Å):
-0.10 -0.04 -0.16
0.10 0.85 -0.34
0.70 0.28 0.53
0.53 -0.21 -0.30
1.20 -0.04 0.26
-0.40 -2.49 -0.65
0.84 1.29 0.75
0.06 0.21 -0.64
-1.02 0.23 -0.68
0.28 -0.38 0.56
0.21 -0.27 0.17
0.33 0.15 -0.01
-0.14 -0.37 -1.06
0.69 -0.49 0.24
-0.84 -0.31 -0.72
0.37 -0.30 0.74
0.37 0.04 0.12
-0.31 0.69 0.13
0.71 1.15 0.12
1.81 0.60 0.86
-0.62 -0.33 -0.27
0.62 -0.66 -0.98
-0.89 -0.19 0.61
0.12 1.20 0.56
-0.45 -0.74 0.58
-0.08 -0.02 -0.47
-1.75 -0.52 -0.17
-0.08 -0.08 -0.84
-0.05 -0.17 0.09
-0.09 -0.29 0.45
0.28 0.27 -0.11
0.17 -0.04 0.38
0.12 0.09 0.30
0.07 0.56 -0.03
-1.25 0.34 -0.15
-0.15 0.36 0.30
0.28 -0.22 -0.02
0.03 0.28 -0.31
0.02 -0.28 0.07
-0.07 0.16 -0.17
0.01 0.18 -0.02
0.29 -0.23 0.25
-0.17 0.15 -0.11
-0.13 0.03 -0.01
-0.21 0.00 0.14
-0.08 0.16 -0.50
0.33 -0.10 -0.14
0.20 -0.12 0.47
-0.41 -0.06 0.33
-0.25 -0.78 0.18
-0.30 0.51 -0.15
-0.31 0.06 0.22
-0.63 0.20 -0.36
0.06 -0.30 -0.02

Summary:
Lowest unoccupied orbital energy in Ha: 0.01995
HOMO level in Eh: -0.291
Energy in Ha: -1375.7678
Charge: 0
2S+1: 1
SMILES string: Cc1ccc([C@H](c2c(C(C)(C)C)[nH]c3ccccc23)N(C)C(=O)C(F)(F)F)cc1

Results of the Mulliken charge analysis, in e, for atoms 1 through 4: number 1, C, carries -1.451; number 2, C, carries 0.854; number 3, C, carries -0.743; number 4, C, carries -0.356